The following is a quantum chemistry calculation of a gas-phase ion, C4H9N2S (charge +1) at a distorted geometry, from the OMol25 dataset.

The geometry in ORCA input format:
```
! RIJCOSX wB97M-V def2-TZVPD def2/J DEFGRID3
* xyz 1 1
C 0.51433 1.13699 -0.13621
C 0.93463 -1.46776 0.20193
C -0.21163 -0.75947 -0.46458
C -1.62589 -0.77648 0.07449
N 1.78612 1.07630 0.11131
N -0.34918 2.14995 -0.01351
S 2.47389 -0.54821 0.04071
H 0.58335 -1.69549 1.34239
H 1.08173 -2.35618 -0.29691
H -0.28387 -0.90859 -1.60263
H -1.52219 -1.42732 1.03017
H -2.24718 -1.45236 -0.71870
H -2.23959 0.11115 0.24029
H 2.36592 1.90032 0.13942
H -1.30730 1.93357 0.09876
H 0.04686 3.08359 -0.04694
*
```

Computed properties:
HOMO: -0.486 hartree
energy relative to the best compared isomer or geometry (same formula, charge and spin): 74.58 kcal per mole